# CH4O3

A cluster of 2 separate species, CH4O3 in total at a distorted geometry (the ωB97M-V functional and the def2-TZVPD basis, the Open Molecules 2025 dataset).

Each line ends with the Löwdin charge.
Atoms and positions in Å:
1 O 0.3886 -0.3411 0.9740  0.091
2 C -0.3911 0.1216 1.7298  -0.377
3 O -0.8623 -0.5620 2.8351  0.033
4 H -1.0360 1.0103 1.7797  0.141
5 H -0.4268 -1.4342 2.7888  0.111
6 O 0.6675 0.7357 -4.5928  -0.045
7 H 1.1852 1.0327 -3.8472  0.028
8 H 0.9351 -0.1643 -4.6977  0.017

Properties
max |F| = 3.1 eV Å⁻¹
molar mass = 64.0 g/mol
ΔE to the lowest compared entry with this formula, charge and spin = 12.0 kcal per mole
Kohn-Sham gap = 12.07 eV